Entry 1:
The following is a quantum chemistry calculation of a structure of composition C12H26AsNO10P2SScSi2, from OMol25.

The geometry in XYZ format:
```
56
Properties=species:S:1:pos:R:3:forces:R:3
Sc -0.219 -0.558 0.494 -0.11 0.00 -0.44
O -4.434 -0.732 0.287 0.00 -0.03 -0.05
P -3.145 -1.164 -0.546 0.12 -0.01 0.04
O -3.371 -2.294 -1.455 0.02 -0.03 0.00
O -2.033 -1.307 0.508 -0.11 0.04 0.05
O -2.788 0.143 -1.415 -0.05 0.09 0.10
P -1.853 1.457 -1.339 0.12 -0.06 0.01
O -2.792 2.550 -0.655 -0.01 0.00 -0.06
O -1.421 1.815 -2.694 0.01 0.00 0.00
O -0.773 1.163 -0.285 -0.05 -0.03 0.05
H -5.229 -1.084 -0.129 0.00 -0.01 0.01
H -3.139 3.146 -1.329 0.00 0.01 0.01
C 3.183 -2.334 3.874 -0.05 -0.01 0.03
Si 1.373 -1.931 4.072 -0.01 0.00 -0.01
C 1.029 -1.574 5.887 0.00 0.03 -0.01
C 0.304 -3.395 3.575 0.01 0.00 -0.03
As 0.630 -0.068 2.869 0.15 0.02 0.26
Si 2.487 1.343 2.741 -0.07 0.03 0.04
C 1.831 2.989 2.112 0.01 0.01 0.00
C 3.164 1.607 4.475 0.00 -0.03 0.00
C 3.849 0.772 1.600 0.07 -0.06 -0.07
H 3.443 -3.167 4.534 0.00 0.00 0.00
H 3.816 -1.487 4.148 0.02 0.00 -0.01
H 3.459 -2.634 2.864 0.01 0.02 0.00
H 1.312 -2.422 6.516 0.01 -0.01 -0.01
H -0.032 -1.367 6.041 0.00 0.00 0.01
H 1.590 -0.699 6.222 0.00 0.00 0.00
H 0.504 -4.256 4.220 0.01 0.00 0.00
H 0.505 -3.699 2.546 -0.01 0.00 0.00
H -0.757 -3.148 3.657 0.00 0.00 0.00
H 1.079 3.390 2.794 0.00 0.00 0.00
H 1.363 2.882 1.131 0.00 -0.01 -0.01
H 2.641 3.719 2.024 0.00 -0.01 0.00
H 2.383 1.986 5.136 0.00 0.00 0.00
H 3.986 2.328 4.462 0.00 0.00 -0.01
H 3.545 0.676 4.900 0.00 0.01 0.01
H 3.492 0.772 0.567 -0.01 0.01 0.00
H 4.220 -0.233 1.813 -0.02 -0.01 0.02
H 4.703 1.455 1.651 -0.02 0.02 0.02
N -0.107 -1.340 -1.748 0.00 0.01 0.09
C 1.118 -1.860 -1.252 0.00 0.00 -0.06
C 2.329 -1.217 -1.526 0.00 -0.02 0.03
C 3.492 -1.694 -0.950 -0.04 -0.03 0.01
C 3.465 -2.789 -0.088 0.06 0.09 -0.03
C 2.260 -3.377 0.232 -0.03 -0.03 0.02
C 1.072 -2.908 -0.333 0.01 -0.04 0.02
S 5.017 -3.410 0.583 0.01 -0.03 -0.04
O 4.604 -4.504 1.445 0.01 -0.01 0.00
O 5.758 -3.797 -0.604 -0.02 -0.01 0.02
O 5.563 -2.257 1.280 -0.01 0.04 0.02
H -0.829 -2.029 -1.941 0.01 -0.02 -0.04
H -0.020 -0.679 -2.510 -0.02 0.04 0.01
H 2.349 -0.375 -2.209 -0.01 0.00 0.00
H 4.443 -1.225 -1.168 0.01 0.00 0.01
H 2.263 -4.217 0.914 -0.01 0.00 0.00
H 0.128 -3.410 -0.132 0.00 0.01 0.00
```
Forces are in eV/Å.

The calculation puts the orbital gap at 7.529 eV. Its charge is -1. For the energy, the calculation gives -5937.030204 Eh. Its LUMO energy is 2.1639 eV.


Entry 2:
The following is a quantum chemistry calculation of the molecule C15H12O4, from OMol25.

The geometry in XYZ format:
```
31
Properties=species:S:1:pos:R:3:forces:R:3
O 0.977 2.196 -1.499 0.06 0.01 -0.07
C 1.014 0.993 -1.607 -0.15 0.08 -0.52
C 1.865 0.070 -0.857 0.37 -0.10 0.48
C 2.320 -1.043 -1.581 -0.05 0.19 0.13
C 3.297 -1.879 -1.096 0.07 -0.14 -0.07
C 3.848 -1.624 0.156 -0.12 0.03 -0.10
C 3.374 -0.581 0.914 -0.15 0.25 0.05
C 2.362 0.269 0.446 0.24 -0.39 -0.18
O 1.946 1.169 1.359 0.30 0.01 -0.09
C 0.686 1.807 1.258 -0.50 0.51 0.10
C -0.449 0.857 0.970 0.10 -0.12 0.18
C -0.443 -0.420 1.512 0.00 0.16 0.04
C -1.469 -1.329 1.265 -0.31 -0.06 -0.14
C -2.501 -0.904 0.466 0.12 0.59 -0.18
C -2.519 0.383 -0.074 0.10 -0.54 0.34
C -1.506 1.280 0.157 -0.25 -0.12 -0.02
O -3.652 0.544 -0.825 0.33 0.33 0.05
C -4.353 -0.678 -0.736 -1.10 -0.25 -0.54
O -3.622 -1.581 0.066 0.36 -0.16 0.27
H 0.436 0.489 -2.407 -0.05 0.06 0.00
H 1.907 -1.211 -2.565 -0.07 -0.01 -0.11
H 3.639 -2.717 -1.683 0.03 -0.06 -0.07
H 4.629 -2.260 0.544 0.07 -0.05 0.05
H 3.760 -0.391 1.904 0.02 0.01 0.12
H 0.711 2.600 0.500 0.03 -0.19 0.28
H 0.551 2.269 2.243 0.04 -0.08 -0.16
H 0.379 -0.722 2.142 0.11 -0.03 0.03
H -1.457 -2.321 1.685 0.00 -0.15 0.06
H -1.522 2.265 -0.276 0.03 0.15 -0.11
H -5.343 -0.504 -0.285 0.27 -0.01 -0.04
H -4.484 -1.103 -1.744 0.11 0.10 0.23
```
Forces are in eV/Å.

The calculation puts the orbital gap at 8.501 eV. The SMILES is O=Cc1ccccc1OCc1ccc2c(c1)OCO2. For the energy, the calculation gives -879.715992 Eh. Its LUMO energy is 0.3596 eV.


Entry 3:
The following is a quantum chemistry calculation of a cluster of 2 separate species, C4H11NO2 in total, from OMol25.

The geometry in XYZ format:
```
18
Properties=species:S:1:pos:R:3:forces:R:3
C -2.026 0.148 1.397 2.87 -1.15 0.19
C -0.547 -0.162 0.831 -2.47 1.01 0.34
C 0.496 0.838 1.296 -0.12 0.11 -0.73
C 1.702 0.951 0.319 -1.61 0.90 1.04
N 1.622 0.292 -0.875 1.83 -1.09 -0.41
O 2.656 1.643 0.584 0.56 -0.36 0.43
H -2.666 -0.290 0.653 -0.85 0.37 0.03
H -2.089 -0.416 2.323 -0.54 0.22 0.27
H -2.067 1.209 1.585 -0.70 0.23 -0.18
H -0.782 -0.163 -0.228 0.91 0.00 -0.34
H -0.283 -1.155 1.149 0.25 -0.46 -0.18
H 0.734 0.552 2.323 0.85 0.05 -0.21
H 0.110 1.862 1.429 -0.11 -0.27 -0.37
H 0.964 0.139 -1.614 -0.88 -0.12 0.68
H 2.544 -0.051 -1.105 -0.02 0.47 -0.54
O 0.097 -1.657 -3.016 -0.55 -0.31 -0.78
H -0.509 -2.405 -3.127 0.16 -0.08 0.70
H 0.044 -1.335 -3.924 0.42 0.48 0.06
```
Forces are in eV/Å.

The calculation puts the orbital gap at 9.758 eV. The SMILES is CCCC(N)=O.O. For the energy, the calculation gives -364.223258 Eh. Its LUMO energy is 0.4124 eV.


Entry 4:
The following is a quantum chemistry calculation of the molecule C10H11OP, from OMol25.

The geometry in XYZ format:
```
23
Properties=species:S:1:pos:R:3:forces:R:3
O 1.420 2.368 -0.471 -0.53 1.05 -0.15
P 1.064 0.947 -0.377 -1.83 -1.89 -0.05
C -0.907 0.398 -0.398 1.74 0.01 -0.38
C -1.661 1.024 0.610 1.08 0.84 -0.78
C -2.993 0.710 0.711 -0.03 1.25 2.24
C -3.566 -0.314 0.021 -1.88 -1.00 0.70
C -2.880 -0.949 -0.936 3.55 -0.58 -2.24
C -1.505 -0.609 -1.188 -0.30 1.05 1.18
C 2.180 -0.060 -1.434 -1.33 0.20 -0.21
C 3.078 -0.618 -0.620 -1.37 -1.01 -1.24
C 2.912 -0.474 0.840 -1.95 -0.54 1.71
C 1.562 0.239 1.241 -1.59 -3.42 -2.57
H -1.168 1.806 1.243 -0.73 -0.71 -0.59
H -3.578 1.232 1.470 0.08 -0.19 -0.11
H -4.512 -0.773 0.343 0.08 0.84 -0.35
H -3.259 -1.718 -1.579 -0.53 -0.41 0.15
H -0.874 -1.133 -1.901 -0.42 -0.02 -0.13
H 2.035 -0.101 -2.547 0.65 -0.08 1.31
H 3.787 -1.352 -0.961 0.61 0.18 -0.22
H 2.952 -1.457 1.386 0.47 1.02 -0.56
H 3.631 0.217 1.139 1.91 0.63 1.06
H 0.734 -0.490 1.613 1.63 1.21 -0.61
H 1.547 1.108 1.794 0.69 1.58 1.87
```
Forces are in eV/Å.

The calculation puts the orbital gap at 10.271 eV. The SMILES is O=[P@@]1(c2ccccc2)C=CCC1. For the energy, the calculation gives -804.207274 Eh. Its LUMO energy is 0.8322 eV.


The lowest orbital gap belongs to which entry? C12H26AsNO10P2SScSi2


Which of these has the highest energy? C4H11NO2


Copy entry 1 word for word.
The following is a quantum chemistry calculation of a structure of composition C12H26AsNO10P2SScSi2, from OMol25.

The geometry in XYZ format:
```
56
Properties=species:S:1:pos:R:3:forces:R:3
Sc -0.219 -0.558 0.494 -0.11 0.00 -0.44
O -4.434 -0.732 0.287 0.00 -0.03 -0.05
P -3.145 -1.164 -0.546 0.12 -0.01 0.04
O -3.371 -2.294 -1.455 0.02 -0.03 0.00
O -2.033 -1.307 0.508 -0.11 0.04 0.05
O -2.788 0.143 -1.415 -0.05 0.09 0.10
P -1.853 1.457 -1.339 0.12 -0.06 0.01
O -2.792 2.550 -0.655 -0.01 0.00 -0.06
O -1.421 1.815 -2.694 0.01 0.00 0.00
O -0.773 1.163 -0.285 -0.05 -0.03 0.05
H -5.229 -1.084 -0.129 0.00 -0.01 0.01
H -3.139 3.146 -1.329 0.00 0.01 0.01
C 3.183 -2.334 3.874 -0.05 -0.01 0.03
Si 1.373 -1.931 4.072 -0.01 0.00 -0.01
C 1.029 -1.574 5.887 0.00 0.03 -0.01
C 0.304 -3.395 3.575 0.01 0.00 -0.03
As 0.630 -0.068 2.869 0.15 0.02 0.26
Si 2.487 1.343 2.741 -0.07 0.03 0.04
C 1.831 2.989 2.112 0.01 0.01 0.00
C 3.164 1.607 4.475 0.00 -0.03 0.00
C 3.849 0.772 1.600 0.07 -0.06 -0.07
H 3.443 -3.167 4.534 0.00 0.00 0.00
H 3.816 -1.487 4.148 0.02 0.00 -0.01
H 3.459 -2.634 2.864 0.01 0.02 0.00
H 1.312 -2.422 6.516 0.01 -0.01 -0.01
H -0.032 -1.367 6.041 0.00 0.00 0.01
H 1.590 -0.699 6.222 0.00 0.00 0.00
H 0.504 -4.256 4.220 0.01 0.00 0.00
H 0.505 -3.699 2.546 -0.01 0.00 0.00
H -0.757 -3.148 3.657 0.00 0.00 0.00
H 1.079 3.390 2.794 0.00 0.00 0.00
H 1.363 2.882 1.131 0.00 -0.01 -0.01
H 2.641 3.719 2.024 0.00 -0.01 0.00
H 2.383 1.986 5.136 0.00 0.00 0.00
H 3.986 2.328 4.462 0.00 0.00 -0.01
H 3.545 0.676 4.900 0.00 0.01 0.01
H 3.492 0.772 0.567 -0.01 0.01 0.00
H 4.220 -0.233 1.813 -0.02 -0.01 0.02
H 4.703 1.455 1.651 -0.02 0.02 0.02
N -0.107 -1.340 -1.748 0.00 0.01 0.09
C 1.118 -1.860 -1.252 0.00 0.00 -0.06
C 2.329 -1.217 -1.526 0.00 -0.02 0.03
C 3.492 -1.694 -0.950 -0.04 -0.03 0.01
C 3.465 -2.789 -0.088 0.06 0.09 -0.03
C 2.260 -3.377 0.232 -0.03 -0.03 0.02
C 1.072 -2.908 -0.333 0.01 -0.04 0.02
S 5.017 -3.410 0.583 0.01 -0.03 -0.04
O 4.604 -4.504 1.445 0.01 -0.01 0.00
O 5.758 -3.797 -0.604 -0.02 -0.01 0.02
O 5.563 -2.257 1.280 -0.01 0.04 0.02
H -0.829 -2.029 -1.941 0.01 -0.02 -0.04
H -0.020 -0.679 -2.510 -0.02 0.04 0.01
H 2.349 -0.375 -2.209 -0.01 0.00 0.00
H 4.443 -1.225 -1.168 0.01 0.00 0.01
H 2.263 -4.217 0.914 -0.01 0.00 0.00
H 0.128 -3.410 -0.132 0.00 0.01 0.00
```
Forces are in eV/Å.

The calculation puts the orbital gap at 7.529 eV. Its charge is -1. For the energy, the calculation gives -5937.030204 Eh. Its LUMO energy is 2.1639 eV.